7
Properties=species:S:1:pos:R:3 method="wB97M-V/def2-TZVPD" charge=-1 lumo_energy_ev=4.312 gap_ev=8.91 homo_ev=-4.600
O -1.55497 0.60696 0.86028
O -1.81068 0.40462 -1.35350
C 0.86485 -1.42389 0.63147
C -1.22495 0.30186 -0.29397
C 1.50987 -0.25491 0.16204
C 0.17545 -0.35843 -0.11137
H 2.04044 0.72379 0.10505